Density functional theory data (ωB97M-V/def2-TZVPD) for a structure of composition C11H52CdF6N2O22S2 at a distorted geometry.

Values from the calculation:
HOMO energy (eV): -6.936
HOMO-LUMO gap (eV): 5.4
Largest force on an atom (eV/Å): 2.4
Lowest unoccupied orbital energy (eV): -1.488

Each line ends with the Löwdin charge.
Element x y z (Å)
Cd1 2.0814 -1.2099 -2.4306  1.442
C1 0.3158 -0.0961 -5.9768  -0.681
F1 -0.0537 -0.1718 -7.2456  0.163
F2 1.1223 0.9347 -5.8054  0.155
F3 -0.7536 0.0481 -5.2105  0.145
S1 1.2585 -1.6662 -5.5784  0.606
O1 0.8790 -2.6488 -6.5208  -0.235
O2 2.6291 -1.2684 -5.5798  -0.309
N1 0.9099 -1.9708 -3.9689  -0.425
S2 -0.3956 -2.9258 -3.8374  0.555
O3 -0.9315 -2.9410 -2.5294  -0.256
O4 -1.2926 -2.7477 -4.9100  -0.233
C2 0.3035 -4.6599 -4.0694  -0.655
F4 1.6259 -4.6198 -4.2819  0.109
F5 0.0889 -5.3980 -2.9816  0.130
F6 -0.2619 -5.2541 -5.1126  0.157
C3 -1.7540 0.7517 -2.1568  -0.023
C4 -1.1815 1.2626 -0.8336  -0.519
C5 -2.3477 1.4067 0.1303  -0.119
C6 -1.9550 1.5014 1.6118  -0.149
C7 -0.9678 0.3971 1.9869  -0.119
C8 0.2196 0.2499 1.0111  -0.505
N2 -0.3025 0.2176 -0.3311  -0.180
O5 0.6134 -0.1865 -1.2668  -0.372
C9 0.8810 -1.0586 1.3744  -0.035
C10 1.2151 1.3806 1.2967  -0.017
C11 -0.5170 2.6017 -1.1140  -0.014
H1 -2.5555 1.4275 -2.4832  0.093
H2 -2.2110 -0.2248 -2.0149  0.070
H3 -1.0265 0.7405 -2.9568  0.060
H4 -3.1341 0.6732 -0.0485  0.107
H5 -2.8283 2.3746 -0.0971  0.121
H6 -2.8699 1.3638 2.1982  0.114
H7 -1.5503 2.4809 1.8795  0.082
H8 -1.4608 -0.5650 2.1328  0.117
H9 -0.5263 0.6472 2.9652  0.099
H10 1.2541 -1.1263 2.3946  0.084
H11 1.7091 -1.2394 0.6675  0.045
H12 0.2619 -1.9467 1.2075  0.064
H13 1.6659 1.2125 2.2894  0.076
H14 0.7890 2.3784 1.3513  0.069
H15 2.0206 1.3238 0.5628  0.053
H16 -0.1775 3.1294 -0.2268  0.072
H17 -1.2133 3.2311 -1.6709  0.092
H18 0.3237 2.4429 -1.7966  0.068
O6 -0.9477 5.0005 2.6073  -0.069
H19 -0.5225 4.1438 2.7213  -0.022
H20 -1.8952 4.8499 2.7581  -0.014
O7 -0.3560 2.5370 4.9506  -0.044
H21 0.0611 1.6652 4.9403  0.028
H22 -1.1891 2.4028 5.4150  0.066
O8 1.8242 -3.1036 -1.1819  -0.121
H23 1.1701 -2.9659 -0.4742  0.020
H24 2.0705 -4.0341 -1.1421  0.070
O9 -4.5459 -1.6822 -4.0456  -0.072
H25 -4.8940 -0.8349 -4.3336  0.013
H26 -4.3948 -1.5713 -3.0864  -0.016
O10 3.1487 -1.6969 4.8286  -0.072
H27 3.5377 -1.9186 3.9664  -0.001
H28 3.2111 -0.7359 4.9618  0.004
O11 1.8008 3.7425 3.5790  -0.046
H29 1.2618 3.4004 4.3085  0.001
H30 1.8332 3.0071 2.9640  -0.024
O12 -4.4021 -1.4835 -1.2622  -0.054
H31 -3.5008 -1.6739 -0.9520  0.006
H32 -4.8717 -1.1954 -0.4747  0.057
O13 -2.1043 -2.4742 0.2314  -0.071
H33 -1.3928 -3.1003 0.4421  -0.008
H34 -1.6203 -1.7066 -0.1308  0.016
O14 0.5048 -2.7939 5.0298  -0.077
H35 0.1813 -2.0747 5.5781  0.023
H36 1.3067 -2.4344 4.6113  -0.014
O15 3.4686 -0.3621 -0.9880  -0.107
H37 4.3780 -0.6635 -0.8757  0.076
H38 3.2476 0.1951 -0.2262  0.032
O16 -5.9404 1.7375 -2.2215  -0.059
H39 -6.1716 1.4611 -3.1139  0.031
H40 -5.4462 2.5551 -2.3374  0.029
O17 2.5817 1.0727 5.1236  -0.040
H41 2.4362 1.5320 5.9593  0.071
H42 2.9956 1.7358 4.5616  0.040
O18 -0.1053 -4.4165 0.8375  -0.032
H43 -0.2411 -5.3319 0.5641  0.078
H44 0.3918 -4.4685 1.6638  0.071
O19 4.6329 2.4015 0.6179  -0.034
H45 5.2781 1.6870 0.6354  0.044
H46 4.5781 2.7096 1.5295  0.052
O20 -3.8097 5.1399 2.9155  -0.041
H47 -4.1550 4.5987 2.1959  0.053
H48 -4.4252 5.0074 3.6440  0.054
O21 3.0884 2.7331 -2.0594  -0.061
H49 3.7053 2.9993 -1.3668  0.007
H50 2.2691 2.5289 -1.5910  -0.008
O22 3.8330 -2.7037 2.2315  -0.037
H51 4.7643 -2.5581 2.0286  0.058
H52 3.4711 -3.1119 1.4379  0.040